No. 1
140
Properties=species:S:1:pos:R:3 method="wB97M-V/def2-TZVPD" homo_lumo_gap_ev=7.84 fmax_ev_per_a=1.953 charge=+1 e_tot_ev=-162220.05096
C 2.858 2.250 3.236
C 1.899 1.408 2.753
C 1.175 1.667 1.473
N -0.169 0.959 1.551
C -0.754 0.667 0.224
C -2.276 0.586 0.427
F -2.491 -0.135 1.580
F -2.898 -0.021 -0.595
C -2.881 1.978 0.597
C -4.296 1.962 1.180
Si -5.708 1.943 -0.098
C -6.280 0.149 -0.236
C -7.207 2.926 0.446
C -5.112 2.487 -1.795
C -4.790 3.853 -1.965
C -4.308 4.350 -3.180
C -4.141 3.466 -4.245
C -4.467 2.112 -4.107
C -4.945 1.624 -2.882
C -0.001 -0.553 -0.386
C -0.376 -1.918 0.243
C -1.682 -2.575 -0.203
C -1.698 -4.101 -0.116
F -0.482 -4.656 0.071
F -2.162 -4.582 -1.300
C -2.672 -4.682 0.941
F -3.910 -4.246 0.682
F -2.674 -6.016 0.777
C -2.247 -4.404 2.427
F -1.981 -5.561 3.030
F -1.132 -3.651 2.491
C -3.342 -3.696 3.260
F -4.401 -4.462 3.384
F -2.849 -3.469 4.474
F -3.661 -2.523 2.732
C 0.145 -0.496 -1.942
I 0.682 -2.415 -2.777
C -0.965 0.212 -2.771
C -0.274 0.987 -3.906
I -2.350 -1.099 -3.789
C 1.496 -0.384 0.119
C 1.925 1.075 0.258
C 3.427 1.271 0.319
O 3.833 1.429 -1.057
C 4.971 2.127 -1.229
F 5.420 1.886 -2.443
F 4.774 3.435 -1.106
F 5.909 1.773 -0.351
H 2.615 3.277 3.487
H 3.861 1.859 3.353
H 1.603 0.510 3.300
H 0.968 2.729 1.328
H -0.111 0.108 2.113
H -0.779 1.578 2.087
H -0.589 1.509 -0.443
H -2.851 2.429 -0.397
H -2.239 2.603 1.228
H -4.423 2.884 1.749
H -4.460 1.150 1.885
H -5.432 -0.506 -0.435
H -7.073 0.010 -0.965
H -6.632 -0.138 0.757
H -7.624 2.430 1.323
H -6.985 3.958 0.706
H -7.941 2.860 -0.354
H -4.906 4.528 -1.124
H -4.060 5.398 -3.253
H -3.749 3.841 -5.181
H -4.329 1.430 -4.933
H -5.171 0.571 -2.779
H -0.435 -1.758 1.323
H 0.482 -2.568 0.118
H -2.489 -2.218 0.432
H -1.966 -2.311 -1.216
H 1.047 0.068 -2.157
H -1.543 0.945 -2.219
H 0.503 1.639 -3.505
H 0.193 0.274 -4.584
H -1.002 1.544 -4.487
H 1.606 -0.857 1.096
H 2.129 -0.877 -0.613
H 1.582 1.605 -0.632
H 3.639 2.205 0.838
H 3.947 0.434 0.772
C 4.418 -1.061 7.970
C 5.676 -1.044 7.133
O 5.471 -1.692 5.854
C 4.845 -0.995 4.933
O 4.427 0.126 5.026
C 4.747 -1.824 3.639
F 4.316 -3.060 3.879
F 5.936 -1.897 3.041
F 3.887 -1.248 2.782
H 4.055 -2.082 8.093
H 4.617 -0.637 8.953
H 3.622 -0.482 7.502
H 6.464 -1.614 7.618
H 6.048 -0.033 6.975
C 2.087 9.924 3.483
C 2.540 8.837 4.431
O 1.729 7.644 4.297
C 1.998 6.869 3.267
O 2.838 7.024 2.432
C 1.072 5.641 3.298
F -0.202 5.973 3.504
F 1.438 4.793 4.280
F 1.128 4.963 2.144
H 1.028 10.142 3.630
H 2.661 10.833 3.655
H 2.221 9.625 2.444
H 2.412 9.155 5.463
H 3.589 8.585 4.289
C 4.769 1.620 -5.289
C 4.093 0.573 -6.148
O 3.107 1.158 -7.022
C 3.576 1.760 -8.108
O 4.720 1.857 -8.434
C 2.401 2.299 -8.944
F 1.525 2.961 -8.175
F 1.752 1.285 -9.530
F 2.833 3.123 -9.888
H 4.027 2.194 -4.732
H 5.450 1.145 -4.591
H 5.335 2.323 -5.899
H 3.543 -0.130 -5.525
H 4.815 0.003 -6.731
C -1.803 -8.001 -1.294
C -0.904 -9.030 -0.646
O -1.457 -10.356 -0.741
C -1.319 -10.958 -1.914
O -0.777 -10.519 -2.884
C -1.929 -12.370 -1.846
F -3.145 -12.345 -1.288
F -1.149 -13.171 -1.109
F -2.038 -12.894 -3.061
H -2.804 -8.047 -0.867
H -1.400 -7.004 -1.146
H -1.896 -8.178 -2.365
H -0.810 -8.832 0.420
H 0.099 -9.018 -1.073


No. 2
73
Properties=species:S:1:pos:R:3 method="wB97M-V/def2-TZVPD" homo_lumo_gap_ev="3.23 / 3.39" s_squared=6.01 fmax_ev_per_a=2.493 e_above_lowest_kcal_mol=3.5 charge=+3 e_tot_ev=-81729.40363 multiplicity=5
Pm -0.023 0.260 0.945
P 0.307 -2.148 -0.587
P 2.761 -0.063 1.521
P -2.539 0.499 -0.359
H 1.672 2.460 -0.288
C 0.603 2.540 -0.032
C 0.174 2.800 1.248
H 0.871 2.931 2.088
C 0.950 -1.972 -2.306
C 1.446 -3.463 -0.001
C -1.153 -3.203 -0.942
C 3.454 1.401 2.393
C 3.349 -1.405 2.634
C 3.960 -0.222 0.127
C -3.332 2.121 -0.033
C -3.933 -0.624 0.053
C -2.575 0.444 -2.201
H -0.068 2.588 -0.906
H -0.863 3.088 1.481
H 1.041 -2.987 -2.721
H 1.936 -1.487 -2.288
H 0.261 -1.379 -2.924
H 1.399 -4.298 -0.713
H 1.121 -3.809 0.987
H 2.475 -3.091 0.066
H -0.809 -4.080 -1.509
H -1.902 -2.654 -1.524
H -1.599 -3.532 0.004
H 4.545 1.312 2.459
H 3.035 1.455 3.406
H 3.193 2.320 1.853
H 4.444 -1.471 2.604
H 2.919 -2.362 2.316
H 3.029 -1.199 3.663
H 4.966 -0.097 0.545
H 3.774 0.563 -0.621
H 3.878 -1.204 -0.362
H -4.237 2.211 -0.647
H -2.635 2.935 -0.259
H -3.597 2.172 1.029
H -4.809 -0.346 -0.552
H -4.160 -0.513 1.119
H -3.648 -1.662 -0.146
H -3.587 0.745 -2.510
H -2.354 -0.569 -2.568
H -1.836 1.141 -2.618
C -0.995 0.056 -6.399
C -0.358 0.353 -7.624
C -0.197 1.691 -7.981
C -0.686 2.715 -7.155
C -1.389 2.399 -5.985
C -1.585 1.064 -5.630
O -0.995 -1.197 -5.840
H -0.561 -1.814 -6.452
H 0.017 -0.455 -8.256
H 0.319 1.947 -8.911
H -0.528 3.759 -7.427
H -1.793 3.183 -5.343
H -2.156 0.781 -4.748
C 0.860 1.288 6.627
N 0.114 1.135 5.372
C -0.271 -0.040 4.863
S -1.133 -0.120 3.357
N -0.030 -1.196 5.584
C -0.734 -1.355 6.879
H 1.188 0.305 6.975
H 0.231 1.760 7.397
H 1.741 1.908 6.432
H -0.023 1.940 4.757
H -0.207 -2.005 4.977
H -1.670 -1.896 6.705
H -0.103 -1.957 7.537
H -0.961 -0.397 7.367


No. 3
56
Properties=species:S:1:pos:R:3 method="wB97M-V/def2-TZVPD" homo_lumo_gap_ev=3.94 fmax_ev_per_a=0.324 e_above_lowest_kcal_mol=0.0 charge=-2 e_tot_ev=-174610.58949
Ag 1.228 2.630 -2.251
C 2.186 4.801 3.126
C 1.579 3.432 2.982
C 0.612 2.961 3.866
C 0.003 1.731 3.691
C 0.330 0.862 2.622
N -0.260 -0.322 2.336
C -1.008 -1.031 3.188
C -1.027 -1.009 4.610
C -1.876 -1.818 5.341
C -2.768 -2.711 4.746
C -3.674 -3.596 5.562
C -2.737 -2.789 3.356
C -1.880 -2.005 2.617
N -1.835 -2.128 1.193
C -2.565 -1.449 0.287
C -2.062 -1.758 -0.957
C -1.004 -2.639 -0.682
N -0.866 -2.857 0.618
C 1.310 1.374 1.730
C 1.911 2.607 1.913
N 1.726 0.611 0.596
C 1.911 -0.724 0.533
C 2.510 -1.000 -0.673
C 2.648 0.250 -1.291
N 2.166 1.227 -0.529
H 2.300 5.075 4.178
H 1.564 5.563 2.648
H 3.170 4.846 2.656
H 0.306 3.586 4.701
H -0.777 1.430 4.377
H -0.357 -0.336 5.131
H -1.852 -1.750 6.426
H -3.957 -3.114 6.500
H -3.199 -4.550 5.817
H -4.592 -3.829 5.018
H -3.379 -3.487 2.827
H -3.336 -0.768 0.606
H -2.372 -1.363 -1.908
H -0.322 -3.111 -1.371
H 2.633 2.931 1.174
H 1.582 -1.357 1.335
H 2.776 -1.968 -1.061
H 3.055 0.493 -2.260
Br -4.826 6.023 -0.055
C -3.074 5.265 -0.128
C -2.270 5.496 -1.223
C -0.998 4.925 -1.222
N -0.537 4.188 -0.212
C -1.344 3.969 0.823
C -2.631 4.484 0.922
H -2.604 6.077 -2.071
H -0.349 5.027 -2.094
H -0.953 3.343 1.615
H -3.252 4.271 1.780
Se 0.693 3.830 -4.280


No. 4
71
Properties=species:S:1:pos:R:3 method="wB97M-V/def2-TZVPD" homo_lumo_gap_ev="6.53 / 6.63" fmax_ev_per_a=2.047 e_above_lowest_kcal_mol=30.8 charge=+2 e_tot_ev=-73370.60875
Pd -1.066 -0.541 0.097
I -0.972 -0.061 2.830
C 0.920 -0.532 3.734
C 0.791 -0.647 5.090
C 1.913 -0.892 5.891
C 3.132 -1.017 5.297
C 3.276 -0.924 3.893
C 4.566 -1.082 3.341
C 4.770 -1.023 1.995
C 3.674 -0.803 1.154
C 2.393 -0.618 1.637
P 1.237 -0.234 0.281
C 1.829 -1.155 -1.160
C 2.506 -0.565 -2.223
C 2.892 -1.348 -3.301
C 2.605 -2.705 -3.318
C 1.923 -3.293 -2.259
C 1.526 -2.518 -1.184
C 1.480 1.530 -0.061
C 2.306 2.347 0.704
C 2.442 3.688 0.375
C 1.772 4.212 -0.719
C 0.957 3.397 -1.496
C 0.797 2.065 -1.158
C 2.146 -0.676 3.044
H -0.178 -0.542 5.561
H 1.795 -0.975 6.962
H 4.020 -1.192 5.890
H 5.392 -1.256 4.018
H 5.757 -1.150 1.572
H 3.846 -0.772 0.087
H 2.739 0.493 -2.205
H 3.425 -0.898 -4.128
H 2.918 -3.311 -4.158
H 1.706 -4.353 -2.274
H 0.981 -2.959 -0.355
H 2.848 1.939 1.548
H 3.083 4.326 0.969
H 1.887 5.257 -0.974
H 0.459 3.807 -2.366
H 0.164 1.418 -1.751
N -2.218 -2.095 -3.766
C -1.548 -1.103 -4.429
C -0.933 -0.361 -3.466
N -1.216 -0.886 -2.235
C -1.993 -1.939 -2.442
C -2.525 -2.722 -1.349
N -2.163 -2.484 -0.106
C -2.883 -3.329 0.689
C -3.691 -4.103 -0.093
N -3.458 -3.702 -1.381
H -2.746 -2.826 -4.212
H -1.562 -0.998 -5.499
H -0.302 0.501 -3.602
H -2.774 -3.341 1.760
H -4.396 -4.876 0.158
H -3.911 -4.089 -2.191
O -3.158 0.409 -0.233
S -2.583 1.762 0.126
C -3.154 2.919 -1.170
C -3.816 4.083 -0.446
C -4.631 3.448 0.678
C -3.670 2.512 1.400
H -3.870 2.340 -1.756
H -2.306 3.200 -1.789
H -4.438 4.665 -1.125
H -3.058 4.751 -0.029
H -5.464 2.883 0.258
H -5.035 4.193 1.361
H -4.149 1.695 1.938
H -3.003 3.057 2.071